# 1
One molecule with the formula C2H3NP2 at a distorted geometry. Source: the OMol25 dataset; level of theory: wB97M-V/def2-TZVPD.

The calculation puts the energy above the lowest of the compared OMol25 structures with the same formula, charge and spin at 4.7590 eV.

```
8
Properties=species:S:1:pos:R:3:lowdin_charge:R:1
H 0.211 -2.541 -1.897 -0.056
P -0.846 1.190 -0.321 0.566
H 0.344 2.026 -0.108 -0.094
H -0.964 0.716 1.708 -0.024
C 0.075 -1.558 -1.486 -0.408
P 0.009 -0.044 -1.951 0.503
C -0.628 -0.078 1.145 -0.598
N 0.074 -1.021 1.394 0.113
```

=====

# 2
A 2-piece molecular cluster, C5H10NO3 overall at a distorted geometry. Source: the OMol25 dataset; level of theory: wB97M-V/def2-TZVPD.

The charge is -1. The calculation puts the energy above the lowest of the compared OMol25 structures with the same formula, charge and spin at 0.7963 eV.

```
19
Properties=species:S:1:pos:R:3:lowdin_charge:R:1
C -1.216 1.224 -1.418 -0.764
C -2.278 1.272 -2.514 -0.059
H 0.785 1.701 2.353 0.069
O -0.542 0.147 -1.444 -0.121
H -2.939 0.472 -2.159 0.067
C 1.076 -1.522 0.998 -0.558
O -1.233 2.124 -0.562 -0.065
C 1.276 0.730 2.321 -0.128
C 0.448 -0.396 1.768 -0.195
H -1.850 0.969 -3.478 0.058
N 1.407 -1.259 -0.286 0.145
H -2.786 2.227 -2.611 0.052
H 0.924 -0.602 -0.922 0.056
H -0.169 -0.662 2.635 0.105
O 1.127 -2.669 1.439 -0.013
H 2.172 0.915 1.685 0.069
H 1.908 -1.949 -0.822 0.091
H 1.907 0.487 3.210 0.072
H -0.409 -0.020 1.134 0.119
```

=====

no.,M (u)
1,103.0
2,132.1